DFT (ωB97M-V/def2-TZVPD) results for a molecular structure, C10H27NNbO10P2S.

E_tot, Ha: -2342.1602
HOMO-LUMO gap, eV: 6.8
Max |F|, eV/Å: 2.21
Charge: -1

Element x y z (Å)
C (-2.222, -1.963, 2.693)
C (-1.768, -0.600, 2.288)
O (-1.651, 0.346, 3.032)
O (-1.493, -0.502, 0.954)
C (-0.061, -0.781, 0.723)
Nb (0.565, -0.913, -1.470)
C (1.216, -0.748, -3.646)
N (1.159, -2.038, -4.372)
C (2.704, -1.062, -0.728)
C (3.218, -2.450, -0.334)
O (3.686, -2.490, 1.042)
C (2.789, -2.994, 1.889)
O (2.655, -2.606, 3.037)
P (-1.926, -1.029, -2.185)
P (-2.837, -2.955, -1.852)
O (-3.908, -3.279, -2.801)
O (-1.766, -4.154, -1.872)
O (-3.381, -2.920, -0.334)
H (-1.430, -2.660, 2.456)
H (-2.477, -2.001, 3.739)
H (-3.074, -2.229, 2.083)
H (0.475, 0.071, 1.143)
H (0.230, -1.656, 1.307)
H (0.583, 0.933, -1.491)
H (0.563, -2.754, -1.505)
H (2.230, -0.351, -3.621)
H (0.633, 0.020, -4.153)
H (0.755, -1.893, -5.281)
H (0.582, -2.694, -3.869)
H (3.386, -0.609, -1.435)
H (2.759, -0.460, 0.176)
H (2.472, -3.220, -0.456)
H (4.036, -2.717, -0.990)
H (2.201, -3.853, 1.544)
H (-1.981, -0.881, -3.584)
H (-1.195, -4.152, -1.099)
H (-3.522, -3.823, -0.046)
O (0.941, 2.979, 0.655)
S (-0.289, 3.688, 0.483)
O (-0.449, 4.643, -0.574)
O (-0.655, 4.399, 1.872)
C (0.335, 5.256, 2.457)
C (0.458, 6.590, 1.744)
C (-1.632, 2.563, 0.442)
H (1.294, 4.734, 2.494)
H (0.009, 5.410, 3.485)
H (0.837, 6.464, 0.732)
H (1.144, 7.243, 2.287)
H (-0.515, 7.076, 1.673)
H (-1.530, 1.859, 1.260)
H (-1.591, 2.039, -0.512)
H (-2.561, 3.123, 0.523)

Here are the Löwdin charges for atoms 1 to 4, given in e: 0.018 -0.554 0.108 -0.226